Formula: C4H14N2O
Source: the Open Molecules 2025 dataset
Level of theory: ωB97M-V with the def2-TZVPD basis set

Output
Frontier orbital gap (alpha / beta) = 7.45 / 6.41 eV
Lowest unoccupied orbital energy (alpha / beta) = 4.2 / 3.1 eV
<S²> = 0.755
Spin multiplicity = 2
Energy above the lowest of the compared OMol25 structures with the same formula, charge and spin = 46.1 kcal per mole
Charge = -1

Cartesian coordinates (Å):
N: -0.42 -1.43 2.72
C: -1.01 0.12 0.82
C: -1.72 -0.84 -0.11
C: 0.46 0.38 0.50
N: 0.58 1.33 -0.60
C: 2.00 1.37 -0.98
H: -1.16 -2.10 2.93
H: -0.83 -0.58 1.95
H: -1.48 1.09 1.02
H: -1.34 -0.69 -1.14
H: -2.80 -0.58 -0.18
H: -1.63 -1.86 0.24
H: 0.92 0.76 1.42
H: 0.91 -0.59 0.27
H: 0.13 0.89 -1.42
H: 2.23 2.05 -1.78
H: 2.54 1.67 -0.07
H: 2.30 0.34 -1.22
H: 0.19 -1.28 3.53
H: 0.50 -0.46 -3.24
O: 0.01 -0.61 -2.42

Atomic partial charges in e from the Löwdin method, atoms 1 to 8:
1 N -0.03
2 C -0.23
3 C -0.11
4 C -0.32
5 N -0.14
6 C -0.17
7 H -0.02
8 H -0.02